[1]
{"formula": "C5H9NO", "method": "ωB97M-V with the def2-TZVPD basis set", "elements": ["O", "C", "C", "C", "C", "C", "N", "H", "H", "H", "H", "H", "H", "H", "H", "H"], "xyz": [[2.43, -1.05, 1.43], [1.38, -0.58, 1.29], [0.23, -1.18, 0.55], [-1.06, -0.52, 0.21], [-0.89, 0.67, -0.85], [0.12, 0.77, -1.74], [-1.90, 1.73, -0.73], [1.17, 0.57, 1.41], [0.81, -1.31, -0.70], [-0.12, -2.18, 0.76], [-1.73, -1.24, -0.33], [-1.54, 0.07, 1.11], [0.42, 1.66, -2.32], [0.71, -0.16, -1.85], [-2.77, 1.54, -1.13], [-1.76, 2.35, 0.02]], "lowdin_charge": [0.09, -0.33, -0.20, -0.19, -0.37, 0.04, 0.04, 0.14, 0.19, 0.10, 0.12, 0.14, 0.07, 0.04, 0.05, 0.06], "e_homo_ev": -9.253, "orbital_gap_ha": 0.3681, "energy_ha": -325.7931}

[2]
{"formula": "C5H37NO15", "method": "ωB97M-V with the def2-TZVPD basis set", "elements": ["C", "N", "C", "C", "C", "C", "O", "O", "H", "H", "H", "H", "H", "H", "H", "H", "H", "H", "H", "H", "H", "O", "H", "H", "O", "H", "H", "O", "H", "H", "O", "H", "H", "O", "H", "H", "O", "H", "H", "O", "H", "H", "O", "H", "H", "O", "H", "H", "O", "H", "H", "O", "H", "H", "O", "H", "H", "O"], "xyz": [[1.58, 1.23, 2.78], [0.79, 1.76, 1.72], [-2.51, -0.23, 0.96], [-1.38, 0.09, 1.96], [-0.29, 0.93, 1.16], [0.31, -0.03, 0.20], [-0.17, -0.23, -1.02], [1.18, -0.86, 0.50], [1.08, 1.04, 3.76], [2.45, 1.87, 3.04], [2.13, 0.29, 2.65], [0.35, 2.62, 2.04], [-3.07, -1.17, 1.30], [-2.25, -0.78, 0.00], [-3.17, 0.62, 0.95], [-1.87, 0.81, 2.68], [-1.01, -0.79, 2.48], [-1.04, 1.64, 0.66], [1.35, -2.70, -3.09], [1.67, 2.08, -2.40], [0.44, 1.14, -2.07], [0.98, 1.52, -2.79], [-3.31, -0.72, -1.35], [-4.20, -0.05, -2.23], [-4.22, -0.32, -1.31], [-1.79, -2.77, -2.19], [-3.30, -2.60, -1.62], [-2.37, -2.40, -1.50], [0.91, -2.95, -1.57], [0.19, -1.16, -1.40], [0.73, -2.45, -2.41], [-0.60, 2.26, -2.99], [-1.62, 2.10, -4.01], [-1.55, 2.49, -3.13], [-0.28, -2.53, 1.79], [0.25, -3.51, 2.57], [-0.64, -3.36, 2.12], [1.48, -3.12, 0.29], [0.76, -4.34, -0.12], [1.52, -3.79, -0.40], [4.21, 1.14, -0.03], [4.39, 2.22, 1.03], [4.88, 1.73, 0.34], [1.66, -1.53, 2.13], [2.45, -2.19, 3.38], [1.63, -2.14, 2.89], [-0.93, 4.74, 1.19], [0.05, 3.91, 0.44], [-0.05, 4.79, 0.81], [-2.03, 3.11, -1.22], [-2.28, 4.53, -0.52], [-2.07, 3.61, -0.41], [3.55, 3.41, -0.87], [2.21, 2.71, -0.39], [2.81, 2.83, -1.13], [-0.83, -4.37, 0.95], [-1.84, -4.21, -0.15], [-1.05, -4.75, 0.02]], "lowdin_charge": [-0.14, -0.05, -0.11, -0.15, -0.25, -0.44, 0.06, 0.04, 0.10, 0.09, 0.06, 0.10, 0.11, 0.04, 0.08, 0.13, 0.09, 0.15, 0.06, 0.02, 0.01, -0.05, 0.00, 0.04, -0.08, 0.07, 0.07, -0.06, -0.01, 0.15, -0.06, 0.00, 0.04, -0.08, 0.01, 0.09, -0.06, 0.02, 0.04, -0.03, 0.03, 0.03, -0.07, 0.00, 0.06, -0.06, 0.03, 0.00, -0.07, 0.01, 0.05, -0.05, 0.07, 0.02, -0.06, 0.01, 0.02, -0.12], "e_homo_ev": -10.045, "orbital_gap_ha": 0.3752, "energy_ha": -1396.0189}

[3]
{"formula": "C45H51F10IN2O22S", "method": "ωB97M-V with the def2-TZVPD basis set", "elements": ["C", "C", "O", "C", "C", "O", "C", "C", "O", "C", "C", "C", "O", "C", "C", "C", "C", "C", "N", "C", "C", "N", "C", "C", "C", "O", "C", "C", "S", "C", "C", "F", "F", "C", "F", "F", "F", "C", "C", "O", "C", "C", "I", "C", "C", "O", "H", "H", "H", "H", "H", "H", "H", "H", "H", "H", "H", "H", "H", "H", "H", "H", "H", "H", "H", "H", "H", "H", "H", "H", "H", "H", "H", "H", "H", "H", "H", "H", "H", "H", "H", "H", "O", "C", "O", "C", "C", "F", "O", "H", "H", "H", "O", "C", "O", "C", "C", "F", "O", "H", "H", "H", "O", "C", "O", "C", "C", "F", "O", "H", "H", "H", "O", "C", "O", "C", "C", "F", "O", "H", "H", "H", "O", "C", "O", "C", "C", "F", "O", "H", "H", "H"], "xyz": [[5.30, -2.15, 2.14], [3.85, -2.61, 2.12], [3.47, -3.33, 3.28], [3.22, -2.49, 4.39], [1.74, -2.33, 4.61], [1.21, -3.48, 5.21], [-0.20, -3.50, 5.14], [-0.68, -4.12, 3.83], [-1.79, -3.47, 3.24], [-1.35, -2.32, 2.55], [-2.41, -1.55, 1.79], [-3.79, -1.80, 1.76], [-4.31, -2.86, 2.45], [-4.51, -2.67, 3.85], [-5.63, -1.72, 4.20], [-4.67, -1.06, 0.95], [-6.13, -1.44, 0.90], [-7.14, -0.44, 1.50], [-8.18, -1.13, 2.30], [-4.19, 0.00, 0.18], [-5.11, 0.83, -0.68], [-5.35, 0.34, -2.04], [-2.82, 0.28, 0.23], [-1.96, -0.48, 1.02], [-0.51, -0.10, 0.94], [0.38, -0.92, 0.82], [-0.25, 1.38, 0.94], [0.78, 1.97, 1.66], [1.85, 0.91, 2.64], [0.97, 3.36, 1.57], [2.08, 4.11, 2.32], [1.59, 5.27, 2.85], [2.57, 3.44, 3.38], [3.32, 4.47, 1.40], [4.43, 3.91, 1.88], [3.51, 5.79, 1.35], [3.13, 4.02, 0.15], [0.14, 4.13, 0.72], [0.33, 5.62, 0.51], [-0.68, 6.45, 1.05], [-1.32, 6.02, 2.24], [-0.89, 3.50, 0.03], [-2.19, 4.65, -1.16], [-1.10, 2.13, 0.14], [-2.20, 1.37, -0.56], [-2.51, 1.62, -1.70], [5.43, -1.20, 2.65], [5.65, -2.00, 1.12], [5.95, -2.90, 2.59], [3.19, -1.75, 1.96], [3.70, -3.28, 1.27], [3.68, -2.94, 5.27], [3.68, -1.51, 4.24], [1.28, -2.12, 3.64], [1.55, -1.45, 5.25], [-0.59, -2.48, 5.26], [-0.57, -4.08, 5.99], [0.16, -4.10, 3.13], [-0.96, -5.16, 3.98], [-0.62, -2.65, 1.82], [-0.86, -1.63, 3.25], [-3.58, -2.37, 4.32], [-4.74, -3.66, 4.23], [-5.58, -1.54, 5.28], [-6.60, -2.14, 3.98], [-5.50, -0.75, 3.71], [-6.38, -1.57, -0.16], [-6.27, -2.41, 1.37], [-6.61, 0.32, 2.08], [-7.65, 0.07, 0.69], [-9.07, -0.70, 2.09], [-8.04, -0.92, 3.28], [-6.06, 0.94, -0.18], [-4.69, 1.84, -0.75], [-6.29, -0.01, -2.12], [-4.71, -0.40, -2.32], [0.98, 0.68, 3.64], [1.30, 5.96, 0.84], [0.30, 5.78, -0.57], [-1.88, 6.87, 2.61], [-0.62, 5.70, 3.01], [-2.04, 5.22, 2.04], [8.14, -2.70, 0.53], [8.25, -2.03, -0.44], [8.14, -2.46, -1.71], [8.18, -1.33, -2.58], [8.90, -0.31, -1.73], [8.47, 0.96, -1.96], [8.51, -0.69, -0.42], [7.17, -1.00, -2.81], [8.70, -1.57, -3.50], [9.99, -0.33, -1.80], [-3.32, 9.27, -3.06], [-3.10, 9.35, -1.90], [-2.43, 10.36, -1.29], [-2.48, 10.16, 0.12], [-2.74, 8.67, 0.22], [-3.51, 8.35, 1.29], [-3.47, 8.42, -0.97], [-3.32, 10.72, 0.54], [-1.55, 10.47, 0.59], [-1.85, 8.04, 0.23], [7.89, -4.70, -7.99], [7.18, -3.96, -7.40], [5.83, -3.95, -7.46], [5.33, -3.01, -6.50], [6.52, -2.11, -6.31], [6.61, -1.64, -5.03], [7.61, -2.97, -6.56], [5.09, -3.54, -5.57], [4.45, -2.48, -6.87], [6.57, -1.26, -6.99], [2.94, -1.02, -7.30], [1.85, -1.35, -6.97], [0.74, -0.61, -7.14], [-0.39, -1.39, -6.75], [0.24, -2.41, -5.82], [-0.37, -3.61, -5.87], [1.55, -2.52, -6.34], [-0.82, -1.89, -7.62], [-1.15, -0.77, -6.27], [0.30, -2.09, -4.77], [-3.40, -1.99, -2.50], [-2.92, -2.99, -2.06], [-2.56, -4.07, -2.77], [-1.88, -4.98, -1.89], [-2.41, -4.55, -0.53], [-1.49, -4.70, 0.45], [-2.67, -3.18, -0.74], [-0.81, -4.81, -1.95], [-2.12, -6.01, -2.14], [-3.34, -5.05, -0.23]], "lowdin_charge": [-0.07, -0.27, -0.14, -0.19, -0.22, -0.12, -0.17, -0.16, -0.14, -0.15, -0.02, -0.17, -0.06, -0.21, -0.06, -0.08, -0.11, -0.27, 0.00, -0.08, -0.20, 0.05, -0.03, -0.03, -0.29, 0.10, -0.09, -0.39, 0.90, -0.05, -0.38, 0.10, 0.07, -0.52, 0.17, 0.17, 0.17, -0.18, -0.22, -0.24, -0.09, -0.50, 1.17, -0.11, -0.32, 0.06, 0.07, 0.06, 0.09, 0.09, 0.12, 0.13, 0.12, 0.10, 0.13, 0.12, 0.13, 0.13, 0.13, 0.12, 0.13, 0.11, 0.13, 0.09, 0.07, 0.07, 0.11, 0.11, 0.11, 0.10, 0.06, 0.04, 0.09, 0.10, 0.06, 0.03, -0.09, 0.11, 0.09, 0.09, 0.08, 0.08, 0.18, -0.55, 0.08, -0.06, -0.31, 0.08, 0.13, 0.13, 0.13, 0.17, 0.19, -0.55, 0.07, -0.05, -0.32, 0.07, 0.11, 0.14, 0.14, 0.14, 0.19, -0.55, 0.08, -0.04, -0.30, 0.06, 0.13, 0.15, 0.10, 0.18, 0.17, -0.55, 0.09, -0.04, -0.31, 0.08, 0.13, 0.15, 0.14, 0.17, 0.18, -0.53, 0.08, -0.03, -0.29, 0.09, 0.13, 0.15, 0.14, 0.18], "e_homo_ev": -8.954, "orbital_gap_ha": 0.2902, "smiles": "CCOCCOCCOCc1c(OCC)c(CCN)c(CN)c2c1C(=O)c1c(S)c(C(F)(F)C(F)(F)F)c(COC)c(I)c1C2=O.O=C1OC[C@@H](F)O1.O=C1OC[C@@H](F)O1.O=C1OC[C@@H](F)O1.O=C1OC[C@@H](F)O1.O=C1OC[C@@H](F)O1", "energy_ha": -5204.6644}

[4]
{"formula": "C43H48BCaCl2F4N7O5SSi2", "method": "ωB97M-V with the def2-TZVPD basis set", "elements": ["Ca", "S", "N", "C", "C", "C", "C", "C", "N", "C", "C", "N", "C", "C", "C", "C", "C", "N", "H", "H", "H", "H", "H", "H", "C", "O", "C", "C", "C", "C", "C", "C", "N", "C", "N", "C", "C", "C", "C", "C", "C", "O", "C", "N", "C", "C", "C", "C", "C", "C", "O", "C", "H", "H", "H", "H", "H", "H", "H", "H", "H", "H", "H", "H", "H", "H", "H", "H", "H", "H", "H", "H", "H", "H", "C", "Si", "C", "C", "C", "Si", "C", "C", "C", "H", "H", "H", "H", "H", "H", "H", "H", "H", "H", "H", "H", "H", "H", "H", "H", "H", "H", "H", "F", "B", "F", "F", "F", "Cl", "C", "Cl", "C", "O", "O", "H"], "xyz": [[0.42, 0.71, -0.05], [2.96, 2.36, 7.39], [1.78, 1.39, 6.86], [1.73, 1.53, 5.54], [0.81, 0.84, 4.65], [-0.17, -0.05, 5.10], [-0.99, -0.64, 4.17], [-0.81, -0.35, 2.82], [0.12, 0.50, 2.39], [0.92, 1.09, 3.28], [1.91, 2.06, 2.75], [1.92, 2.27, 1.44], [2.76, 3.15, 0.94], [3.67, 3.87, 1.72], [3.68, 3.65, 3.08], [2.78, 2.74, 3.62], [2.69, 2.45, 5.04], [3.45, 2.99, 5.98], [-0.26, -0.25, 6.16], [-1.76, -1.35, 4.46], [-1.41, -0.84, 2.06], [2.71, 3.30, -0.13], [4.35, 4.57, 1.25], [4.37, 4.17, 3.74], [0.14, 1.62, -7.94], [0.11, 0.41, -7.21], [-1.08, 0.27, -6.49], [-2.12, -0.49, -6.99], [-3.27, -0.66, -6.24], [-3.37, -0.05, -5.00], [-2.33, 0.71, -4.49], [-1.17, 0.87, -5.23], [-0.07, 1.62, -4.77], [0.06, 1.75, -3.34], [-0.05, 3.05, -2.98], [-0.26, 3.66, -1.71], [-0.31, 2.95, -0.52], [-0.70, 3.73, 0.59], [-0.93, 5.09, 0.55], [-0.80, 5.78, -0.66], [-0.48, 5.05, -1.80], [-0.38, 5.62, -3.06], [-0.57, 7.00, -3.16], [0.24, 0.76, -2.55], [0.47, -0.53, -3.07], [-0.32, -1.58, -2.61], [-0.04, -2.89, -2.95], [1.03, -3.17, -3.77], [1.85, -2.15, -4.24], [1.58, -0.83, -3.88], [2.37, 0.23, -4.26], [3.56, -0.07, -4.95], [1.13, 1.69, -8.39], [-0.02, 2.48, -7.28], [-0.62, 1.62, -8.73], [-1.99, -0.96, -7.96], [-4.08, -1.27, -6.62], [-4.26, -0.19, -4.39], [-2.42, 1.14, -3.50], [0.80, 1.29, -5.17], [-0.23, 3.64, -3.78], [-0.84, 3.24, 1.55], [-1.23, 5.63, 1.43], [-0.98, 6.84, -0.71], [-0.42, 7.26, -4.21], [0.14, 7.55, -2.54], [-1.59, 7.28, -2.86], [-1.15, -1.35, -1.95], [-0.65, -3.68, -2.53], [1.27, -4.20, -4.03], [2.70, -2.38, -4.85], [4.09, 0.88, -5.07], [3.36, -0.50, -5.93], [4.19, -0.75, -4.37], [-3.31, -3.41, -0.80], [-2.37, -3.78, 0.80], [-3.53, -3.02, 2.13], [-2.61, -5.65, 1.09], [-0.68, -3.22, 0.78], [0.81, -3.90, 1.46], [0.68, -5.73, 1.97], [1.48, -3.12, 3.07], [2.30, -3.83, 0.28], [-4.34, -3.78, -0.75], [-2.82, -3.89, -1.65], [-3.36, -2.34, -0.99], [-4.49, -3.53, 2.20], [-3.73, -1.97, 1.91], [-3.04, -3.09, 3.11], [-3.65, -5.91, 0.88], [-2.38, -5.95, 2.11], [-1.97, -6.23, 0.42], [-0.59, -2.27, 0.25], [0.01, -5.88, 2.82], [1.67, -6.09, 2.27], [0.32, -6.35, 1.15], [0.68, -3.06, 3.81], [1.86, -2.11, 2.90], [2.30, -3.70, 3.50], [2.20, -4.62, -0.48], [3.26, -3.95, 0.78], [2.31, -2.88, -0.25], [-4.17, -0.10, -0.16], [-3.07, 0.76, -0.17], [-1.87, -0.06, -0.13], [-3.05, 1.57, 0.96], [-3.06, 1.51, -1.35], [4.81, 1.36, -1.69], [4.70, -0.11, -0.67], [5.04, -1.56, -1.65], [3.33, -0.20, 0.02], [3.38, -0.16, 1.25], [2.32, -0.26, -0.73], [5.49, -0.03, 0.07]], "lowdin_charge": [1.36, 0.94, -0.23, -0.29, -0.09, 0.00, -0.02, -0.08, 0.07, -0.14, -0.14, 0.08, -0.11, -0.03, 0.00, -0.09, -0.29, -0.24, 0.11, 0.11, 0.09, 0.11, 0.10, 0.11, -0.09, -0.12, -0.25, -0.03, -0.10, -0.07, 0.00, -0.18, 0.13, -0.35, 0.16, -0.21, -0.17, -0.17, -0.11, -0.07, -0.22, -0.12, -0.12, 0.10, -0.21, -0.01, -0.07, -0.09, -0.03, -0.22, -0.12, -0.11, 0.08, 0.09, 0.09, 0.11, 0.09, 0.11, 0.11, 0.11, 0.13, 0.08, 0.09, 0.08, 0.08, 0.09, 0.09, 0.10, 0.09, 0.09, 0.10, 0.09, 0.09, 0.06, -0.19, 0.33, -0.20, -0.21, -0.36, 0.33, -0.21, -0.21, -0.19, 0.02, 0.01, 0.01, 0.01, 0.01, 0.00, 0.01, 0.01, 0.01, -0.05, 0.01, 0.01, 0.01, 0.00, 0.00, 0.01, 0.02, 0.02, 0.00, 0.12, -1.29, -0.03, 0.12, 0.12, 0.57, -0.97, 0.59, -0.82, 0.01, -0.19, 0.05], "charge": -2, "e_homo_ev": -0.906, "orbital_gap_ha": 0.1504, "energy_ha": -5426.8713}

[5]
{"formula": "C3H3NO", "method": "ωB97M-V with the def2-TZVPD basis set", "elements": ["C", "C", "C", "H", "H", "H", "N", "O"], "xyz": [[-0.65, -0.72, 0.07], [-0.83, 0.56, -0.22], [1.22, 0.04, 0.03], [-1.45, -1.40, 0.15], [-1.63, 1.35, 0.14], [2.30, 0.06, 0.18], [0.59, -1.07, -0.25], [0.46, 1.18, -0.10]], "lowdin_charge": [-0.21, -0.09, -0.18, 0.10, 0.16, 0.13, 0.10, -0.01], "e_homo_ev": -9.460, "orbital_gap_ha": 0.3841, "energy_ha": -246.0306}

[6]
{"formula": "C3H16O5", "method": "ωB97M-V with the def2-TZVPD basis set", "elements": ["C", "C", "C", "O", "H", "H", "H", "H", "H", "H", "H", "H", "O", "H", "H", "O", "H", "H", "O", "H", "H", "O", "H", "H"], "xyz": [[1.10, -2.28, -0.14], [0.55, -1.22, 0.79], [-0.99, -0.64, 0.39], [-1.92, -1.47, 0.84], [2.08, -2.00, -0.64], [1.30, -3.30, 0.13], [0.38, -2.61, -0.89], [1.12, -0.30, 0.67], [0.24, -1.57, 1.81], [-1.18, -0.70, -0.75], [-0.98, 0.39, 0.84], [-2.21, -1.42, 1.72], [0.41, -0.14, -3.28], [-0.16, 0.32, -3.94], [0.46, -1.00, -3.63], [-1.26, 2.47, -2.46], [-0.24, 2.41, -2.57], [-1.30, 1.63, -2.07], [2.02, 1.89, 1.88], [1.16, 2.04, 1.48], [1.78, 1.78, 2.77], [-0.49, 1.96, 2.51], [-0.66, 1.18, 2.03], [-1.22, 2.58, 2.49]], "lowdin_charge": [-0.13, -0.18, -0.29, -0.04, 0.09, 0.05, 0.06, 0.07, 0.12, 0.14, 0.08, 0.07, -0.05, 0.06, 0.01, -0.07, 0.10, -0.05, -0.05, 0.01, -0.01, -0.03, -0.03, 0.07], "e_homo_ev": -9.709, "orbital_gap_ha": 0.3711, "smiles": "CCCO.O.O.O.O", "energy_ha": -500.0008}